No. 1
{
  "formula": "C17H35Cl3OSi2W",
  "method": "wB97M-V/def2-TZVPD",
  "charge": -2,
  "orbital_gap_ev": [5.44, 5.50],
  "e_lumo_ev": [4.49, 4.49],
  "multiplicity": 3,
  "s2": 2.012,
  "species": ["C", "C", "C", "C", "C", "C", "C", "C", "C", "C", "W", "Cl", "Cl", "Cl", "H", "H", "H", "H", "H", "H", "H", "H", "H", "H", "H", "H", "H", "H", "H", "O", "H", "C", "Si", "C", "C", "C", "Si", "C", "C", "C", "H", "H", "H", "H", "H", "H", "H", "H", "H", "H", "H", "H", "H", "H", "H", "H", "H", "H", "H"],
  "xyz": [[-1.655269, -2.273365, 0.270103], [-1.322824, -2.819215, -1.009641], [-1.698887, -1.842607, -2.001909], [-0.871988, -4.195450, -1.324535], [-2.244485, -0.690766, -1.318973], [-2.200288, -0.966441, 0.085002], [-3.134907, -0.326824, 1.078287], [-1.707258, -3.026304, 1.565722], [-1.744040, -2.101462, -3.464587], [-3.102410, 0.349241, -1.956934], [-0.084532, -0.975106, -0.835151], [2.383794, -3.362143, -2.435466], [1.320376, -2.445974, 0.374934], [0.838040, -0.358948, -2.978387], [-0.560064, -4.729338, -0.421924], [0.026567, -4.179640, -1.964061], [-1.666815, -4.772561, -1.838516], [-0.853382, -2.635586, -3.829895], [-1.826421, -1.172888, -4.043824], [-2.624655, -2.728042, -3.702344], [-2.600916, 0.833029, -2.803818], [-3.409790, 1.104127, -1.226582], [-4.020962, -0.126191, -2.337158], [-3.328887, 0.729232, 0.842810], [-2.766475, -0.393224, 2.114451], [-4.120445, -0.835170, 1.057155], [-0.823138, -3.658410, 1.699861], [-2.598856, -3.676489, 1.667204], [-1.714420, -2.328810, 2.411344], [0.079006, 0.285293, 2.228985], [-0.596382, 1.015522, 2.188163], [1.636736, 1.607822, 3.494222], [1.716968, 0.615292, 1.841729], [3.477426, 1.611798, 1.519159], [2.848943, -0.875553, 2.317207], [1.176497, 0.661538, 0.024055], [0.908565, 2.431077, -0.533095], [2.343754, 3.044285, -1.541571], [-0.650744, 2.616547, -1.534869], [0.731741, 3.684640, 0.862500], [2.550881, 1.657271, 4.100739], [0.849557, 1.185247, 4.139126], [1.304197, 2.635021, 3.311286], [4.094636, 1.503337, 2.423048], [4.056783, 1.201719, 0.680250], [3.389266, 2.683121, 1.309426], [2.309152, -1.719611, 2.756308], [3.447159, -1.303027, 1.502957], [3.593750, -0.576768, 3.065781], [1.877599, 0.151968, -0.711565], [2.505768, 2.398385, -2.411581], [2.101865, 4.058932, -1.883980], [3.277502, 3.073791, -0.972046], [-1.544687, 2.241717, -1.028311], [-0.819692, 3.681612, -1.739343], [-0.598966, 2.098091, -2.495306], [-0.072106, 3.452691, 1.566597], [1.631911, 3.842367, 1.461076], [0.486245, 4.641201, 0.385887]],
  "forces_ev_per_a": [[-1.1, -0.3, -0.3], [-1.5, -0.1, -0.5], [-1.1, -0.7, 0.1], [0.5, -0.6, -0.2], [-0.5, -1.1, -0.1], [-1.1, -0.7, 0.1], [0.3, 0.5, 0.4], [0.5, 0.1, 0.5], [0.0, -0.3, -0.7], [0.0, 0.3, -0.3], [4.4, 1.7, 1.4], [0.2, -0.5, -0.6], [-0.9, 0.4, -0.1], [-0.7, 0.3, 0.4], [-0.2, 0.1, -0.1], [-0.2, 0.1, 0.1], [0.2, 0.3, 0.3], [-0.2, 0.2, 0.3], [0.1, -0.2, 0.2], [0.2, 0.2, 0.1], [-0.2, 0.0, 0.2], [0.1, 0.0, -0.3], [0.2, 0.0, 0.1], [0.2, -0.2, 0.2], [0.0, 0.1, -0.4], [0.4, 0.1, -0.1], [-0.1, 0.1, -0.1], [0.2, 0.4, -0.4], [0.1, -0.1, -0.2], [-3.6, -0.5, 0.3], [1.5, -1.2, 0.0], [-0.2, 0.5, 1.3], [2.7, 0.4, 0.6], [0.1, 0.2, -0.5], [-0.3, -0.6, 0.5], [-0.4, -0.6, -2.0], [0.5, -1.6, 0.5], [0.2, 0.3, -0.5], [-0.5, 0.5, -0.5], [-0.2, 0.3, 0.2], [0.1, 0.1, -0.2], [0.3, 0.0, 0.0], [0.2, 0.2, 0.0], [-0.1, 0.1, -0.1], [0.0, -0.1, 0.0], [0.0, 0.2, 0.1], [-0.1, -0.1, 0.0], [-0.3, 0.3, -0.1], [-0.2, 0.4, 0.1], [0.5, 1.1, 0.8], [-0.1, 0.1, 0.0], [0.2, 0.0, -0.1], [-0.2, 0.0, 0.0], [0.2, 0.1, 0.2], [-0.1, 0.0, -0.1], [0.2, 0.0, 0.1], [-0.1, 0.0, -0.1], [0.0, -0.2, -0.2], [-0.1, 0.1, 0.0]]
}

***

No. 2
{
  "formula": "C46H95In2N5O8",
  "method": "wB97M-V/def2-TZVPD",
  "charge": 4,
  "orbital_gap_ev": 1.13,
  "e_lumo_ev": -13.56,
  "de_lowest_kcal_mol": 162.4,
  "species": ["In", "In", "C", "O", "O", "O", "C", "C", "C", "C", "C", "C", "N", "O", "C", "C", "C", "H", "H", "H", "H", "H", "H", "H", "H", "H", "H", "H", "H", "H", "H", "H", "H", "H", "H", "H", "C", "C", "C", "C", "C", "C", "N", "O", "C", "C", "C", "H", "H", "H", "H", "H", "H", "H", "H", "H", "H", "H", "H", "H", "H", "H", "H", "H", "H", "H", "C", "C", "C", "C", "C", "C", "N", "O", "C", "C", "C", "H", "H", "H", "H", "H", "H", "H", "H", "H", "H", "H", "H", "H", "H", "H", "H", "H", "H", "H", "C", "C", "C", "C", "C", "C", "N", "O", "C", "C", "C", "H", "H", "H", "H", "H", "H", "H", "H", "H", "H", "H", "H", "H", "H", "H", "H", "H", "H", "H", "C", "C", "C", "C", "C", "C", "N", "O", "C", "C", "C", "H", "H", "H", "H", "H", "H", "H", "H", "H", "H", "H", "H", "H", "H", "H", "H", "H", "H", "H"],
  "xyz": [[11.707437, 1.963414, 23.179777], [17.832937, -2.216069, 22.757278], [16.485353, 2.022166, 24.474043], [16.311715, 1.780686, 23.275633], [15.622479, 2.781169, 24.961392], [17.409167, 1.416486, 25.032402], [24.907365, -0.861622, 22.103687], [23.548015, -1.057330, 21.411721], [23.640842, -0.868265, 19.906690], [24.408273, -1.942834, 19.211953], [23.678721, -3.261899, 19.471649], [23.412133, -3.613364, 20.982036], [22.857510, -2.411809, 21.682237], [22.710293, -2.563975, 23.030465], [22.354927, -4.759799, 20.947051], [24.761322, -4.081678, 21.591447], [22.613131, 0.103300, 21.786811], [25.421847, -0.048031, 21.592349], [25.653513, -1.654604, 22.154173], [24.677763, -0.646319, 23.147253], [22.617891, -0.759981, 19.546210], [24.110041, 0.096526, 19.714032], [25.470384, -1.996574, 19.450932], [24.409721, -1.753140, 18.138590], [24.244249, -4.099947, 19.064278], [22.757115, -3.347656, 18.895985], [21.389825, -4.518353, 20.501663], [22.662889, -5.727126, 20.550137], [22.032965, -4.965229, 21.967958], [25.628720, -3.820153, 20.985377], [24.988399, -3.614796, 22.549858], [24.751859, -5.156677, 21.771429], [22.270085, 0.149268, 22.820397], [21.823529, 0.290405, 21.059069], [23.171919, 1.009707, 21.553844], [23.599335, -2.611715, 23.389554], [17.447091, 6.941310, 18.225105], [18.299717, 5.733941, 18.477919], [19.409841, 5.712147, 17.305497], [20.618792, 6.429318, 17.489140], [21.210920, 6.302284, 18.990160], [20.098922, 6.535054, 20.090468], [18.958977, 5.693694, 19.808379], [17.957640, 5.572972, 20.743376], [20.679643, 6.106476, 21.442340], [19.812075, 8.055582, 20.223887], [17.534335, 4.479728, 18.387991], [16.662927, 6.619231, 17.539953], [18.091216, 7.724995, 17.826306], [16.913232, 7.257441, 19.121299], [19.620303, 4.695770, 16.972662], [18.966175, 6.252398, 16.469201], [20.326703, 7.475039, 17.392975], [21.311434, 6.310343, 16.655960], [21.976435, 7.067652, 19.117897], [21.717047, 5.358080, 19.191224], [20.474661, 5.051258, 21.622871], [21.756165, 6.267188, 21.384078], [20.236947, 6.579760, 22.318766], [18.898958, 8.221538, 20.795508], [20.654724, 8.576201, 20.678877], [19.795671, 8.416173, 19.195391], [16.690175, 4.480075, 19.077563], [18.033813, 3.511793, 18.429556], [16.925152, 4.337327, 17.495390], [17.962117, 4.662077, 21.046444], [11.076048, 2.837708, 29.670229], [9.989253, 1.893638, 30.198158], [9.605768, 2.402703, 31.662227], [8.269151, 1.872693, 32.207488], [7.126618, 2.250519, 31.214799], [7.460896, 1.893182, 29.749774], [8.842292, 2.015807, 29.292697], [9.019097, 1.522171, 28.019943], [6.956581, 0.395785, 29.581724], [6.582670, 2.743756, 28.770579], [10.461453, 0.410908, 30.291971], [11.424817, 2.752392, 28.641079], [11.898289, 2.767982, 30.382381], [10.831939, 3.893937, 29.556578], [10.279442, 2.238829, 32.503298], [9.581047, 3.492203, 31.640221], [8.213458, 2.433063, 33.140749], [8.258728, 0.820542, 32.492068], [6.861064, 3.303724, 31.306117], [6.226934, 1.693249, 31.475787], [5.900151, 0.371904, 29.849129], [7.099906, 0.064760, 28.553146], [7.567301, -0.280815, 30.179494], [5.563785, 2.810177, 29.152108], [6.964318, 3.751722, 28.607915], [6.579528, 2.341254, 27.757613], [9.725566, -0.344725, 30.566935], [11.241325, 0.289698, 31.043759], [10.833446, 0.132948, 29.305832], [9.138867, 0.611336, 28.298576], [17.405104, -2.689240, 30.372104], [18.353122, -1.441916, 30.531906], [18.741662, -1.435986, 32.075941], [19.884463, -0.465014, 32.501388], [21.109651, -0.760301, 31.598799], [20.871783, -0.707078, 30.037030], [19.591391, -1.468444, 29.703972], [19.303734, -1.605528, 28.323530], [20.731785, 0.782346, 29.598211], [22.092162, -1.445502, 29.377934], [17.389513, -0.198148, 30.373552], [16.902791, -2.648569, 29.405599], [16.817674, -2.838324, 31.278086], [18.107623, -3.521282, 30.419639], [17.914683, -1.229449, 32.755306], [19.060751, -2.448852, 32.321694], [20.136582, -0.568855, 33.556725], [19.398467, 0.497904, 32.344197], [21.607627, -1.689489, 31.875799], [21.755470, 0.049223, 31.938959], [20.185782, 0.921943, 28.665209], [20.256722, 1.357085, 30.393245], [21.691312, 1.264824, 29.412154], [22.238895, -2.496765, 29.625742], [21.949431, -1.374215, 28.299680], [23.033065, -1.033270, 29.742446], [16.803005, -0.332653, 29.464702], [17.966572, 0.720465, 30.267462], [16.582610, -0.059526, 31.093130], [18.863288, -0.760436, 28.207703], [16.698138, 6.092916, 30.529867], [16.459543, 7.610049, 30.222231], [17.438075, 8.491610, 31.128634], [18.882365, 8.439912, 30.578204], [18.939124, 8.923925, 29.168609], [18.091082, 8.073330, 28.204803], [16.718891, 7.837020, 28.733930], [15.921746, 7.195485, 27.746616], [18.120817, 8.923457, 26.923424], [18.900240, 6.818575, 27.945479], [15.026718, 7.933747, 30.621584], [16.233401, 5.796382, 31.470171], [17.755605, 5.834887, 30.587257], [16.405173, 5.457779, 29.693874], [17.132822, 9.536664, 31.181348], [17.511341, 8.055393, 32.124855], [19.331116, 7.454915, 30.706646], [19.356525, 9.044323, 31.351474], [19.990327, 9.078705, 28.925467], [18.545560, 9.940214, 29.149556], [19.049880, 9.277846, 26.476938], [17.634825, 8.403341, 26.097956], [17.554778, 9.823655, 27.162871], [19.936827, 7.091368, 27.747527], [18.998667, 6.039006, 28.700913], [18.451521, 6.235980, 27.140908], [14.909716, 7.670702, 31.672874], [14.206083, 7.413725, 30.127375], [14.717158, 8.976767, 30.555298], [16.144071, 6.262153, 27.779303]],
  "forces_ev_per_a": [[-0.1, 0.1, 0.0], [0.3, 0.0, 0.0], [-0.4, -0.2, 1.0], [-0.2, -0.4, -2.4], [0.2, 0.3, 0.6], [0.3, 0.2, 0.6], [-0.2, -0.1, 0.5], [-1.1, -0.8, -0.8], [0.6, 0.4, 0.0], [-0.6, -0.9, -0.8], [0.3, -0.5, 0.3], [0.1, -0.1, -1.5], [0.6, 1.5, -2.0], [-0.6, -0.4, 0.9], [-0.5, 0.3, 1.6], [-0.1, -0.1, 0.5], [0.4, 0.6, 0.2], [-0.2, 0.3, 0.4], [-0.4, -0.4, -0.5], [0.4, 0.6, 0.1], [0.0, -0.4, -0.4], [0.0, 0.2, 0.1], [0.0, 0.1, 0.5], [-0.1, 0.0, -0.1], [0.3, -0.1, 0.2], [-0.3, 0.6, 0.2], [0.3, 0.5, -0.6], [0.5, 0.3, -0.2], [0.3, -0.2, 0.4], [-0.2, -0.1, -0.3], [-0.2, -0.1, 0.2], [0.1, 0.0, -0.1], [0.0, -0.1, -0.1], [-0.6, -0.9, 0.3], [0.5, 0.2, 0.6], [0.5, -0.2, 0.5], [-0.6, 0.5, 0.6], [3.2, -1.0, -1.4], [-3.0, -1.8, -0.4], [2.5, 2.5, 3.1], [-0.9, 0.1, -1.5], [1.2, -0.2, 0.9], [-0.7, 0.7, -1.9], [0.6, 0.9, 1.0], [-0.1, -0.7, 0.3], [-0.1, -0.2, -1.0], [-2.6, -1.9, -0.5], [0.2, 0.4, -0.4], [-0.6, 0.2, 0.0], [0.2, 0.2, 0.1], [-0.3, -0.3, 0.2], [-0.7, -0.7, -0.2], [0.4, 0.5, 0.2], [0.3, -0.4, 0.4], [-0.1, 0.1, 0.2], [-0.2, -0.2, -0.2], [0.4, -0.3, -0.2], [-0.1, 0.0, 0.4], [0.1, 0.5, -0.2], [0.0, 0.2, -0.2], [0.0, -0.3, 0.3], [-0.6, 0.5, 0.2], [0.2, -0.1, 0.6], [0.6, 0.3, 0.5], [0.5, 0.7, -0.7], [0.1, -0.4, 0.1], [0.8, 0.4, -0.2], [-0.1, 0.5, 1.3], [-0.8, -0.3, -0.6], [-0.2, 1.2, -0.8], [1.1, -0.1, 0.6], [-1.5, -0.3, -0.8], [-1.0, 0.7, 2.1], [0.4, 0.2, 0.7], [0.9, 0.2, -0.5], [0.3, 0.1, -0.2], [0.2, 0.1, -0.5], [0.2, -1.3, 0.0], [0.3, 0.1, -0.3], [-0.9, 0.1, 1.0], [1.0, -0.6, -0.8], [-0.4, 0.1, -0.3], [-0.7, -0.1, 0.1], [0.2, -0.1, -0.3], [0.3, 0.1, 0.0], [0.0, 0.1, -0.1], [0.2, -0.2, -0.1], [-0.4, 0.1, -0.1], [-0.3, 0.0, 0.4], [0.1, -0.1, 0.0], [0.1, 0.1, 0.6], [-0.2, -0.4, 0.2], [-0.5, 0.5, 0.0], [0.2, 0.3, -0.2], [0.4, -0.2, 0.1], [0.2, -1.1, -1.1], [2.4, 0.1, -0.3], [-1.0, 0.5, 2.8], [1.4, -0.4, 0.3], [-1.3, -1.5, -1.9], [-0.8, 1.2, 0.4], [0.2, -0.9, 1.2], [-0.7, 0.0, 0.9], [0.5, 0.4, 1.5], [0.1, -0.1, -0.1], [-0.8, 0.4, -0.2], [0.5, 0.2, -1.7], [-0.3, -0.3, 0.4], [-0.5, 0.5, -0.4], [-0.2, -0.4, -0.5], [-0.5, -0.1, -0.6], [0.1, -0.2, 0.0], [-0.1, -0.1, -0.1], [0.8, 0.6, 0.0], [-0.3, -0.1, 0.0], [0.8, 0.0, -0.9], [-0.2, -0.2, 0.0], [-0.2, -0.1, -0.1], [0.3, -0.4, 0.2], [-0.9, -0.1, 0.2], [0.6, 0.1, 0.0], [-0.1, 0.7, -0.4], [0.2, 0.1, -0.5], [-0.1, 0.1, 0.2], [0.6, -0.5, 0.7], [-0.5, 0.4, -1.0], [0.8, 0.0, -0.5], [0.1, 0.0, 0.1], [0.4, -1.4, -1.9], [-1.0, 0.0, 1.7], [-0.4, 1.1, 1.3], [2.0, 1.2, 0.4], [1.0, -0.1, -0.3], [0.4, 1.3, 1.7], [-1.8, 0.0, -0.8], [-0.1, -1.9, -0.3], [-1.1, 0.3, 0.2], [-0.2, 0.1, -0.2], [0.2, 0.5, 0.3], [-0.8, 0.0, 0.1], [-0.3, -0.1, 0.0], [-0.7, 0.0, 0.0], [-0.1, -0.2, -0.1], [0.8, 0.4, -0.6], [-0.1, -0.6, -0.9], [-0.2, 0.2, 0.0], [0.5, -0.5, 0.9], [-0.3, 0.0, 0.0], [-0.2, 0.1, -0.3], [-0.2, 0.1, -0.5], [-0.3, 0.5, 0.8], [0.3, 0.2, -0.6], [0.2, 0.0, 0.1], [0.4, -0.5, -0.4], [0.6, 0.2, -0.2], [0.1, -0.7, 0.1]]
}

***

No. 3
{
  "formula": "C6H11N3O3S",
  "method": "wB97M-V/def2-TZVPD",
  "charge": 0,
  "orbital_gap_ev": 10.37,
  "e_lumo_ev": 0.32,
  "de_lowest_kcal_mol": 21.8,
  "species": ["C", "C", "C", "C", "C", "C", "N", "N", "N", "O", "O", "O", "S", "H", "H", "H", "H", "H", "H", "H", "H", "H", "H", "H"],
  "xyz": [[2.112974, -2.004872, 0.612137], [0.584809, -2.449274, -0.765267], [0.957002, 1.909017, -1.144763], [-1.774018, -0.797013, 1.687918], [-0.169500, 1.153618, -0.440142], [-0.509542, -0.274415, -0.767486], [1.632571, -2.990309, -0.167661], [1.451764, -0.859170, 0.534224], [0.504311, -1.167491, -0.385758], [-3.027646, 0.126739, -0.570915], [-2.175477, -2.268207, -0.427784], [0.086367, 1.264748, 0.999110], [-2.128422, -0.866147, -0.077994], [2.901034, -2.039813, 1.236717], [-0.181891, -2.740624, -1.472607], [1.191935, 2.976868, -0.887472], [0.875461, 1.845898, -2.269766], [1.796780, 1.262503, -1.092092], [-0.963991, 0.021393, 1.834621], [-2.712419, -0.615670, 2.258708], [-1.252282, -1.768577, 1.920552], [-0.940934, 1.850995, -0.485432], [-0.775083, -0.415845, -2.181191], [1.048930, 1.346374, 0.982795]],
  "forces_ev_per_a": [[-2.8, 1.2, -1.8], [0.8, 0.8, 0.2], [0.3, -0.9, -2.5], [1.1, 0.4, 0.4], [0.6, 2.0, 1.7], [-1.5, 0.0, -4.3], [-0.4, -1.1, -0.4], [0.5, -0.9, -0.5], [0.3, 0.0, 0.2], [-1.1, 0.0, 0.3], [-0.8, 0.5, -0.1], [0.8, 0.7, -0.9], [2.3, 0.1, 0.2], [2.6, -0.6, 1.9], [0.6, -0.9, 0.1], [-0.6, -1.3, 0.3], [-0.7, 0.5, 0.9], [1.5, -0.2, 0.8], [-1.8, -1.2, -0.2], [0.8, -0.2, -0.4], [-1.0, 0.9, -0.1], [-2.4, 0.2, -0.9], [0.8, 0.5, 4.4], [-0.1, -0.4, 0.9]]
}